Entry 1:
C6H10S3 as an isolated structure in a non-equilibrium geometry, computed with ωB97M-V/def2-TZVPD.

```
! RIJCOSX wB97M-V def2-TZVPD def2/J DEFGRID3
* xyz 0 1
C 0.75313 2.31660 -3.35772
C 0.59199 1.61788 -2.27803
C -0.67385 1.70300 -1.39775
C -0.49941 -1.26131 1.49788
C 0.23686 -1.42446 2.74704
C 0.14776 -2.31988 3.66925
H 1.66901 2.26986 -4.02031
H 0.02577 3.33072 -3.56717
H 1.37875 0.74731 -2.02175
H -1.27606 2.36807 -1.85777
H -0.12165 1.66413 -0.14750
H -0.96149 -0.42844 1.56125
H -1.18693 -2.18876 1.19936
H 1.19994 -0.64036 2.97143
H -0.33100 -3.02455 3.49365
H 0.82214 -2.17712 4.42497
S -1.79818 0.27451 -1.54861
S -0.61718 -1.45594 -1.48405
S 0.64040 -1.37127 0.11583
*
```

Output
energy relative to the best compared isomer or geometry (same formula, charge and spin)	3.074	eV
largest force on an atom	14.4	eV Å⁻¹

Entry 2:
A 15-piece molecular cluster, C15H60O15 overall in a non-equilibrium geometry, computed with ωB97M-V/def2-TZVPD.

```
! RIJCOSX wB97M-V def2-TZVPD def2/J DEFGRID3
* xyz 0 1
C 4.01281 -6.45008 2.36743
O 3.27568 -5.25458 2.06406
H 4.99142 -6.32298 1.90452
H 4.23736 -6.65046 3.41506
H 3.45265 -7.20927 1.82159
H 2.99474 -5.25637 1.14609
C -2.14764 -6.15957 0.54632
O -0.93166 -5.86343 -0.14792
H -2.09718 -5.91452 1.60722
H -2.95345 -5.46916 0.29711
H -2.51685 -7.17901 0.43443
H -1.02350 -4.94010 -0.39415
C -0.75856 -2.97058 -5.68026
O 0.60393 -2.63000 -5.56214
H -1.08253 -3.77486 -6.34077
H -0.98377 -3.45272 -4.72899
H -1.52624 -2.20151 -5.59478
H 1.01302 -2.82723 -4.71636
C 1.87347 6.72707 3.09143
C 2.67204 5.64668 3.89419
O 1.81011 4.81655 4.58491
H 2.57341 7.41354 2.61504
H 1.17217 7.23273 3.75519
H 1.37711 6.31845 2.21122
H 3.21512 6.16314 4.68566
H 3.34615 4.98878 3.34569
H 1.45648 4.20668 3.93329
C -0.55708 0.43158 -1.31455
C -0.35948 0.00592 0.17394
O -0.05563 -1.40291 0.20974
H 0.32703 0.29833 -1.93801
H -1.09044 1.37526 -1.42893
H -1.32926 -0.12975 -1.84063
H -1.21576 0.32703 0.76706
H 0.53368 0.54260 0.49382
H -0.54919 -1.76841 0.94758
C 6.56840 0.42285 -2.15384
C 5.85038 1.72893 -1.75672
O 5.56375 2.37843 -2.94180
H 6.91660 -0.13157 -1.28236
H 7.39233 0.58644 -2.84845
H 5.74859 -0.20251 -2.50731
H 6.50118 2.31588 -1.10860
H 4.82569 1.57455 -1.41868
H 5.01735 1.80846 -3.48786
C 0.94861 6.04033 -3.65878
C 1.11090 7.40180 -3.05670
O 2.47497 7.79634 -3.05230
H -0.06804 6.03161 -4.05179
H 0.99698 5.31396 -2.84752
H 1.65092 5.81171 -4.46040
H 0.87902 7.29895 -1.99662
H 0.41495 8.11868 -3.49240
H 3.01350 7.37380 -2.37921
C -6.28252 0.28569 -2.50741
C -7.74021 0.49849 -2.09422
O -7.88660 1.27692 -0.93327
H -5.90524 1.24732 -2.85529
H -6.07954 -0.31338 -3.39512
H -5.58004 -0.05366 -1.74617
H -8.32275 -0.41465 -1.97200
H -8.22949 1.02805 -2.91171
H -8.79839 1.57373 -0.88702
C -4.81771 -3.44757 4.35181
C -3.45148 -3.40989 5.07116
O -2.44241 -2.93309 4.23848
H -4.85352 -4.05579 3.44799
H -5.15140 -2.42230 4.19191
H -5.50739 -3.86678 5.08439
H -3.23151 -4.47089 5.18951
H -3.43856 -2.90779 6.03854
H -2.49049 -1.99261 4.42500
O -4.85343 2.45782 1.26969
H -5.76198 2.29840 1.01407
H -4.68147 3.35861 0.99542
O 2.85934 -2.54730 -2.04085
H 2.13237 -2.19674 -1.52620
H 3.08263 -1.84416 -2.65074
O 3.23720 0.71355 -5.89990
H 2.70131 -0.07933 -5.88022
H 3.52047 0.78921 -6.81109
O 4.52953 -0.80127 2.23518
H 3.79808 -0.53284 2.79119
H 4.65140 -1.73030 2.43088
O 0.96096 -4.86509 5.24322
H 0.07375 -4.79929 4.88999
H 1.52246 -4.93157 4.47086
O -2.13401 1.31904 4.71612
H -2.03812 1.79244 5.54252
H -2.95725 1.64122 4.34911
*
```

Output
energy relative to the best compared isomer or geometry (same formula, charge and spin)	6.792	eV
largest force on an atom	3.6	eV Å⁻¹

Question: Which of these has the highest largest force on an atom?
Answer: C6H10S3